{
  "formula": "C24H44ClNa2O28",
  "method": "the ωB97M-V functional and the def2-TZVPD basis",
  "s_squared": 0.75,
  "spin_multiplicity": 2,
  "lumo_ev": [-0.451, -0.107],
  "homo_lumo_gap_ev": [2.842, 10.294],
  "homo_energy_ev": [-3.294, -10.401],
  "energy_ha": -3832.09176,
  "symbols": ["Na", "Na", "Cl", "O", "O", "O", "O", "C", "C", "O", "C", "O", "O", "H", "H", "H", "H", "C", "C", "O", "C", "O", "O", "H", "H", "H", "H", "C", "O", "C", "O", "O", "C", "H", "H", "H", "H", "H", "H", "C", "O", "C", "O", "O", "C", "H", "H", "H", "H", "H", "H", "C", "O", "C", "O", "O", "C", "H", "H", "H", "H", "H", "H", "C", "O", "C", "O", "O", "C", "H", "H", "H", "H", "H", "H", "C", "O", "C", "O", "O", "C", "H", "H", "H", "H", "H", "H", "C", "O", "C", "O", "O", "C", "H", "H", "H", "H", "H", "H"],
  "coordinates": [[-1.2117, -1.5691, -3.3433], [-3.7612, 2.5346, -0.5899], [-0.5056, -0.0759, 0.1860], [-0.3190, -0.2393, -1.2183], [-0.6970, -1.3672, 0.6899], [0.6802, 0.5413, 0.6611], [-1.6570, 0.7577, 0.4017], [0.5052, -1.8587, 3.8270], [0.8019, -3.2445, 4.2525], [-0.4797, -3.8441, 4.4616], [-1.4552, -2.9461, 4.4728], [-2.6495, -3.1199, 4.6201], [-0.9257, -1.7722, 4.0463], [0.9471, -1.6122, 2.8615], [0.9945, -1.2042, 4.5483], [1.4589, -3.2326, 5.1222], [1.2493, -3.8293, 3.4489], [-1.5811, -4.6105, 0.4031], [-0.1003, -4.8693, 0.3496], [-0.0810, -6.0728, 1.1419], [-1.2716, -6.4212, 1.7486], [-1.5078, -7.3594, 2.5433], [-2.1766, -5.6287, 1.2490], [-1.9288, -4.6589, -0.6288], [-1.8549, -3.6425, 0.8227], [0.4217, -4.1028, 0.9224], [0.3307, -5.0272, -0.6391], [-0.3091, 1.6059, 3.6164], [-1.2123, 1.8768, 4.7194], [-0.9876, 2.6258, 5.8095], [-1.9152, 2.8603, 6.6154], [0.2081, 3.2233, 5.7338], [0.5152, 4.1082, 6.7711], [-0.1749, 2.4753, 2.9728], [-0.7986, 0.7769, 3.1054], [0.6398, 1.2406, 4.0093], [1.5201, 4.5178, 6.6685], [0.4809, 3.5448, 7.7036], [-0.1898, 4.9293, 6.9010], [-0.9195, 6.2582, 1.7011], [-0.2706, 5.5349, 0.6370], [-0.9046, 4.5274, -0.0181], [-2.0410, 4.0445, 0.2282], [-0.1891, 4.1243, -1.0450], [-0.4023, 2.9553, -1.8728], [-1.8682, 5.8122, 1.9998], [-1.2771, 7.2461, 1.4111], [-0.2780, 6.3862, 2.5730], [-0.3436, 3.2909, -2.9082], [-1.3747, 2.4698, -1.7904], [0.4716, 2.3189, -1.7334], [3.2278, 3.5487, -0.3406], [3.4634, 3.3455, -1.7582], [4.7383, 3.6594, -2.2673], [5.5541, 4.4397, -1.6919], [4.8542, 3.1123, -3.4952], [5.9467, 3.4908, -4.3088], [2.5407, 2.8134, 0.0782], [2.5697, 4.4166, -0.2975], [4.1703, 3.5457, 0.2069], [6.1584, 4.5598, -4.2882], [5.7469, 3.3080, -5.3647], [6.7632, 2.8617, -3.9542], [-4.0325, -0.1868, 2.8438], [-5.3579, -0.1915, 2.4876], [-5.7376, 0.8321, 1.6441], [-5.1417, 1.7966, 1.2191], [-7.0622, 0.5136, 1.3899], [-7.7919, 1.1723, 0.3922], [-3.9454, -0.6332, 3.8344], [-3.5906, 0.8062, 2.7625], [-3.4444, -0.7733, 2.1379], [-8.8749, 1.0708, 0.4628], [-7.4352, 0.9663, -0.6170], [-7.5655, 2.2371, 0.4466], [1.8128, -5.3550, -4.7585], [2.0955, -5.0595, -3.4022], [1.7753, -3.9071, -2.9009], [0.6766, -3.2934, -3.0253], [2.7329, -3.5829, -2.0895], [2.5042, -2.6655, -1.0732], [1.5197, -6.3978, -4.8796], [2.7603, -5.2539, -5.2877], [1.0637, -4.6619, -5.1413], [2.0853, -3.1147, -0.1727], [1.9810, -1.7445, -1.3305], [3.4988, -2.3356, -0.7733], [1.2703, -2.5905, -7.4113], [2.0836, -1.9753, -6.4780], [1.3817, -1.1763, -5.5730], [0.1690, -0.8983, -5.6414], [2.2610, -0.7431, -4.6153], [1.9205, 0.3527, -3.7164], [0.3479, -2.9920, -6.9917], [1.9255, -3.3804, -7.7786], [1.0370, -1.9468, -8.2595], [2.0309, -0.1247, -2.7427], [0.9521, 0.8018, -3.9372], [2.7547, 1.0542, -3.7121]]
}



{
  "formula": "C4H12BF3N4O3",
  "method": "the ωB97M-V functional and the def2-TZVPD basis",
  "lumo_ev": 0.054,
  "homo_lumo_gap_ev": 9.757,
  "homo_energy_ev": -9.703,
  "energy_ha": -928.86940,
  "de_lowest_kj_mol": 0.0,
  "symbols": ["B", "C", "O", "C", "F", "F", "F", "H", "H", "H", "H", "N", "C", "N", "O", "H", "H", "H", "H", "N", "C", "N", "O", "H", "H", "H", "H"],
  "coordinates": [[1.5243, 1.2075, 2.8718], [0.2751, 0.3418, 2.4460], [-0.5835, 1.3260, 1.7516], [-1.7964, 1.5326, 2.2558], [-1.7995, 1.8462, 3.5565], [-2.3705, 2.5322, 1.5917], [-2.5976, 0.4694, 2.1398], [2.3131, 1.5258, 2.0413], [1.6500, 1.6008, 3.9883], [0.4775, -0.4615, 1.7101], [-0.2969, -0.0861, 3.2887], [2.1606, -3.9913, -0.5744], [1.3451, -2.8881, -0.5696], [0.9484, -2.4438, -1.7838], [1.0028, -2.3661, 0.4839], [2.4560, -4.4511, -1.4147], [2.4549, -4.3495, 0.3153], [0.4473, -1.5667, -1.8599], [1.2873, -2.8576, -2.6323], [-0.9955, 2.0075, -3.5518], [-0.7624, 1.2522, -2.4378], [-1.5225, 1.5570, -1.3568], [0.0860, 0.3693, -2.4425], [-1.6714, 2.7477, -3.5821], [-0.4344, 1.8167, -4.3617], [-1.3916, 1.0383, -0.5061], [-2.2061, 2.2908, -1.3673]]
}



{
  "formula": "C28H41BF16N4O7P",
  "method": "the ωB97M-V functional and the def2-TZVPD basis",
  "total_charge": 1,
  "lumo_ev": -2.531,
  "homo_lumo_gap_ev": 9.173,
  "homo_energy_ev": -11.704,
  "energy_ha": -3800.98288,
  "de_lowest_kj_mol": 0.0,
  "symbols": ["C", "C", "C", "C", "C", "C", "C", "B", "O", "O", "C", "C", "N", "C", "N", "C", "C", "C", "C", "C", "C", "O", "C", "C", "O", "N", "P", "N", "O", "H", "H", "H", "H", "H", "H", "H", "H", "H", "H", "H", "H", "H", "H", "H", "H", "H", "H", "H", "H", "H", "H", "H", "H", "H", "H", "H", "H", "H", "H", "H", "H", "H", "C", "C", "C", "F", "F", "F", "F", "O", "C", "C", "F", "F", "F", "F", "H", "H", "H", "H", "C", "C", "C", "F", "F", "F", "F", "O", "C", "C", "F", "F", "F", "F", "H", "H", "H", "H"],
  "coordinates": [[8.4098, -0.1509, -2.0779], [7.3155, 0.0618, -2.5519], [5.8379, 0.3393, -3.0194], [4.8973, -0.0010, -1.7958], [5.4045, -1.4143, -1.2057], [5.4970, -2.5548, -1.9745], [4.8612, 1.0055, -0.5532], [4.0668, 2.3439, -1.0880], [4.6311, 3.2433, -2.0501], [2.7637, 2.6994, -0.6086], [2.9805, 3.7618, 0.3840], [2.4921, 3.2364, 1.8013], [3.8172, 0.2808, 0.2325], [2.9932, -0.4957, -0.6621], [2.0864, -1.3514, -0.2645], [1.8266, -1.5680, 1.1877], [1.5393, -3.1486, 1.4045], [0.2507, -3.3075, 2.3241], [-1.0364, -3.3966, 1.3748], [-1.5575, -1.9172, 1.0969], [-3.0300, -2.0186, 0.5217], [-3.0899, -2.7189, -0.7517], [-3.0160, -1.7848, -1.7959], [-4.2761, -1.3552, -2.6498], [-1.9473, -1.2539, -2.0565], [3.4222, -0.1054, -1.9798], [2.7979, -0.9968, -3.3782], [1.0684, -1.0221, -3.3000], [3.1469, 0.0369, -4.7008], [9.2351, -0.6304, -1.4971], [5.6596, -0.3063, -3.9270], [5.8221, 1.4173, -3.3408], [5.7273, -1.4740, -0.1257], [5.6974, -3.5711, -1.5523], [5.2930, -2.4018, -3.0773], [5.8189, 1.1623, 0.0145], [4.1409, 3.1576, -2.8958], [2.4272, 4.7102, 0.1408], [4.0949, 3.9836, 0.3569], [2.2197, 4.0636, 2.5187], [1.6216, 2.5398, 1.6078], [3.3460, 2.6225, 2.2338], [3.3270, 0.7858, 0.9722], [1.5480, -1.8707, -0.9703], [0.9686, -0.9293, 1.5608], [2.7206, -1.3384, 1.8338], [2.4820, -3.5838, 1.8643], [1.3549, -3.5796, 0.3802], [0.2167, -2.4108, 3.0218], [0.3805, -4.2117, 2.9813], [-1.8827, -3.9615, 1.8769], [-0.7587, -3.9466, 0.4210], [-1.6412, -1.4139, 2.1153], [-0.8682, -1.3151, 0.4319], [-3.6476, -2.5635, 1.2974], [-3.4617, -0.9790, 0.3533], [-4.0134, -1.5067, -3.7354], [-5.1717, -1.9873, -2.3209], [-4.5071, -0.2666, -2.4307], [0.6294, -0.3255, -3.9087], [0.6876, -1.9594, -3.4356], [2.8852, 0.9301, -4.3773], [1.2610, 8.8617, 5.6148], [2.3566, 8.0952, 4.8490], [1.8813, 6.9116, 4.0075], [1.2998, 5.9490, 4.7504], [2.9376, 6.3255, 3.3816], [3.3213, 7.7155, 5.7179], [2.9461, 8.9890, 4.0020], [1.0874, 8.5329, 6.9937], [0.2649, 7.4380, 7.2981], [1.0324, 6.3013, 7.9791], [2.0370, 5.8454, 7.1998], [0.2119, 5.2505, 8.2206], [-0.3907, 7.0357, 6.1910], [-0.6796, 7.9044, 8.1440], [1.5816, 9.9058, 5.6326], [0.3100, 8.8742, 5.0779], [1.1742, 7.2320, 3.2370], [1.4607, 6.6362, 8.9268], [-6.6451, -4.7420, -4.2520], [-7.5211, -3.9578, -3.2553], [-7.6852, -4.5913, -1.8739], [-8.2843, -5.7951, -1.9281], [-8.4679, -3.8073, -1.0900], [-8.7206, -3.7067, -3.8232], [-6.9257, -2.7359, -3.0800], [-7.3245, -5.5579, -5.2054], [-7.6890, -6.8536, -4.8047], [-9.2069, -7.0554, -4.7865], [-9.8107, -6.1893, -3.9456], [-9.5153, -8.3023, -4.3589], [-7.1084, -7.1473, -3.6251], [-7.1402, -7.6921, -5.7113], [-6.1399, -3.9904, -4.8636], [-5.8364, -5.2844, -3.7569], [-6.7183, -4.7034, -1.3737], [-9.6289, -6.9128, -5.7844]]
}



{
  "formula": "C5H14N2O",
  "method": "the ωB97M-V functional and the def2-TZVPD basis",
  "lumo_ev": 0.852,
  "homo_lumo_gap_ev": 8.773,
  "homo_energy_ev": -7.922,
  "energy_ha": -383.62735,
  "de_lowest_kj_mol": 192.6,
  "symbols": ["C", "C", "C", "N", "C", "C", "N", "H", "H", "H", "H", "H", "H", "H", "H", "H", "H", "H", "H", "O", "H", "H"],
  "coordinates": [[-1.0854, -0.7304, 1.4437], [0.1338, -0.7068, 0.5736], [0.3016, -1.6724, -0.3495], [-0.4920, -2.8180, -0.4057], [1.2033, 0.3642, 0.7113], [0.6199, 1.7334, 0.4683], [1.5492, 2.7424, -0.0822], [-0.9376, -1.2945, 2.3725], [-1.9397, -1.1213, 0.8914], [-1.3814, 0.2712, 1.7697], [0.9931, -1.5464, -1.1773], [-0.4380, -3.4458, -1.1843], [-0.7204, -3.2032, 0.4923], [2.0152, 0.1528, 0.0102], [1.6506, 0.2156, 1.7009], [-0.2380, 1.6790, -0.2071], [0.1592, 2.1403, 1.3802], [1.4216, 3.6303, 0.3834], [2.5108, 2.4710, 0.0873], [-1.7521, 0.7765, -2.0938], [-1.3802, 0.1528, -1.4570], [-2.4448, 0.3140, -2.5676]]
}



{
  "formula": "C4H7N3",
  "method": "the ωB97M-V functional and the def2-TZVPD basis",
  "lumo_ev": 1.107,
  "homo_lumo_gap_ev": 8.494,
  "homo_energy_ev": -7.387,
  "energy_ha": -320.87837,
  "de_lowest_kj_mol": 12.9,
  "symbols": ["N", "C", "C", "N", "C", "N", "C", "H", "H", "H", "H", "H", "H", "H"],
  "coordinates": [[-2.1192, -0.2782, 1.2646], [-0.8353, -0.3372, 0.6857], [0.3371, -0.9217, 1.0998], [1.3277, -0.4956, 0.2182], [0.8025, 0.3692, -0.6996], [1.6426, 1.0677, -1.6069], [-0.5438, 0.4680, -0.4602], [-2.3214, -0.8868, 2.0444], [-2.8430, -0.3327, 0.5607], [0.5840, -1.6446, 1.8712], [2.3193, -0.6191, 0.3428], [1.6559, 0.6176, -2.5181], [1.2724, 2.0075, -1.7275], [-1.2800, 0.9849, -1.0675]]
}



{
  "formula": "C22H29NO2",
  "method": "the ωB97M-V functional and the def2-TZVPD basis",
  "lumo_ev": 0.763,
  "homo_lumo_gap_ev": 9.053,
  "homo_energy_ev": -8.290,
  "energy_ha": -1060.98863,
  "de_lowest_kj_mol": 18.8,
  "symbols": ["C", "C", "C", "N", "C", "C", "C", "C", "O", "C", "C", "C", "C", "C", "C", "C", "C", "C", "C", "C", "C", "C", "C", "C", "O", "H", "H", "H", "H", "H", "H", "H", "H", "H", "H", "H", "H", "H", "H", "H", "H", "H", "H", "H", "H", "H", "H", "H", "H", "H", "H", "H", "H", "H"],
  "coordinates": [[-2.8212, -0.2820, -3.5836], [-2.7039, 0.3110, -2.1859], [-2.6762, -0.7898, -1.1170], [-2.6204, -0.2581, 0.2270], [-3.8813, 0.0765, 0.8724], [-4.2873, -0.9499, 1.9335], [-4.5281, -2.3404, 1.3593], [-1.4861, 0.0169, 0.9159], [-1.5263, 0.4857, 2.0386], [-0.1645, -0.3292, 0.2397], [1.0174, 0.3399, 0.9602], [1.1581, 1.8208, 0.6784], [2.3318, 2.4590, 1.0774], [2.5168, 3.8098, 0.8557], [1.5270, 4.5546, 0.2356], [0.3512, 3.9370, -0.1493], [0.1668, 2.5817, 0.0692], [2.2893, -0.4130, 0.6315], [2.8536, -1.2762, 1.5605], [3.9822, -2.0167, 1.2680], [4.5835, -1.9165, 0.0190], [5.7952, -2.7342, -0.3109], [4.0315, -1.0552, -0.9136], [2.8984, -0.3041, -0.6216], [2.4230, 0.5102, -1.6061], [-3.7315, -0.8704, -3.6750], [-2.8465, 0.5076, -4.3301], [-1.9725, -0.9280, -3.7967], [-1.7954, 0.9131, -2.1222], [-3.5504, 0.9736, -1.9935], [-3.5860, -1.3887, -1.2058], [-1.8293, -1.4565, -1.2912], [-3.7626, 1.0487, 1.3602], [-4.6523, 0.1551, 0.1039], [-3.4986, -0.9920, 2.6849], [-5.1968, -0.5915, 2.4192], [-4.8471, -3.0202, 2.1458], [-3.6173, -2.7386, 0.9179], [-5.3052, -2.3151, 0.5969], [-0.0372, -1.4143, 0.3138], [-0.1714, -0.0648, -0.8168], [0.8256, 0.2411, 2.0360], [3.1051, 1.8821, 1.5644], [3.4346, 4.2841, 1.1703], [1.6688, 5.6107, 0.0615], [-0.4326, 4.5114, -0.6215], [-0.7696, 2.1310, -0.2220], [2.3926, -1.3668, 2.5340], [4.3997, -2.6780, 2.0129], [5.5078, -3.7692, -0.4978], [6.4993, -2.7292, 0.5189], [6.2925, -2.3523, -1.1985], [4.4697, -0.9450, -1.8937], [1.7760, 1.1245, -1.2300]]
}



{
  "formula": "C4H7NO",
  "method": "the ωB97M-V functional and the def2-TZVPD basis",
  "lumo_ev": 0.383,
  "homo_lumo_gap_ev": 9.170,
  "homo_energy_ev": -8.787,
  "energy_ha": -286.43609,
  "de_lowest_kj_mol": 513.4,
  "symbols": ["C", "C", "C", "C", "N", "O", "H", "H", "H", "H", "H", "H", "H"],
  "coordinates": [[-1.4980, 0.0971, -0.6504], [-0.2606, 0.3237, 0.0304], [0.9271, -1.5775, -0.5117], [0.5391, 1.5061, 0.3920], [-1.4829, 0.0401, 0.7645], [-2.2555, -0.0126, -1.5442], [1.1252, -1.3454, -1.5712], [0.3396, -2.4831, -0.2826], [1.8153, -1.4882, 0.1380], [1.3074, 1.2381, 1.0363], [0.0529, 2.3817, 0.9440], [0.9897, 1.9335, -0.3814], [-1.5994, -0.6136, 1.6362]]
}



{
  "formula": "C2H9OS",
  "method": "the ωB97M-V functional and the def2-TZVPD basis",
  "total_charge": 1,
  "lumo_ev": -3.540,
  "homo_lumo_gap_ev": 12.287,
  "homo_energy_ev": -15.827,
  "energy_ha": -554.74451,
  "de_lowest_kj_mol": 14.5,
  "symbols": ["O", "H", "H", "H", "C", "S", "C", "H", "H", "H", "H", "H", "H"],
  "coordinates": [[1.9784, -1.1015, 1.5717], [2.4700, -1.9390, 1.5710], [2.4211, -0.5596, 2.2348], [0.0553, -0.8848, 0.2216], [-2.0608, 0.2718, -0.1136], [-0.4489, -0.1399, -0.7884], [0.6841, 1.2070, -0.3494], [-2.5999, -0.6048, 0.2035], [-1.9478, 0.9748, 0.7234], [-2.5747, 0.7892, -0.9146], [1.5984, 0.6900, -0.0548], [0.3355, 1.7649, 0.5030], [0.7881, 1.8269, -1.2282]]
}